No. 1
C20H36B2F16N2O22S5Zr2 as an isolated structure, computed with ωB97M-V with the def2-TZVPD basis set.

The geometry in ORCA input format:
```
! wB97M-V def2-TZVPD RIJCOSX def2/J DEFGRID3
* xyz 1 2
Zr -28.58974 -6.43929 -5.71276
Zr -27.45798 -7.41162 -1.52375
N -27.83388 -7.51964 0.48258
S -29.03876 -7.60762 1.53063
O -29.68404 -6.37382 1.96492
O -29.16397 -8.83455 2.29071
F -30.05483 -8.11466 0.34422
S -26.82381 -7.20006 1.89182
O -26.47214 -8.33841 2.63562
O -26.81929 -5.87856 2.51903
F -25.47551 -7.07075 1.00551
N -28.49586 -8.43338 -6.15878
S -29.34115 -9.79898 -6.40372
O -29.04288 -11.07229 -5.69948
O -29.89122 -9.85715 -7.73525
F -30.56356 -9.17179 -5.56463
S -27.10899 -9.45248 -6.67311
O -27.16041 -10.08401 -8.00153
O -26.38103 -9.90517 -5.51042
F -26.30861 -8.12618 -7.02168
B -27.60945 -5.39328 -7.35435
H -28.56199 -4.92911 -7.15075
H -27.06679 -4.94518 -8.17225
H -26.96336 -5.33648 -6.49204
H -27.66926 -6.44525 -7.58676
B -28.39561 -9.24993 -2.41087
H -28.61055 -10.23603 -2.79251
H -27.32273 -9.14978 -2.46695
H -28.79706 -8.45044 -3.01411
H -28.66286 -9.06599 -1.38181
O -27.18459 -6.69454 -3.92811
C -25.73342 -6.52533 -4.11504
C -24.64509 -7.09747 -3.09462
O -25.27469 -7.49499 -1.88652
H -25.57989 -5.45206 -4.00269
H -25.46530 -6.74243 -5.14900
H -23.88961 -6.36633 -2.80688
H -24.16490 -7.97422 -3.52915
C -20.27024 -5.54377 -4.09577
C -20.28912 -4.01295 -4.31149
O -21.21364 -3.52615 -5.33898
C -22.54846 -3.47762 -5.01248
O -22.97382 -3.70103 -3.90399
C -23.51255 -3.05312 -6.18829
F -22.83651 -2.86838 -7.32365
F -24.46607 -3.93366 -6.34701
F -24.11914 -1.92308 -5.76444
H -19.52512 -5.86644 -3.36859
H -20.03629 -6.07297 -5.01952
H -21.24242 -5.85501 -3.71357
H -19.30671 -3.69096 -4.65687
H -20.49868 -3.37838 -3.45039
C -31.82055 -1.65290 -5.49254
C -30.84275 -2.69261 -4.92430
O -29.61988 -2.07923 -4.55711
C -28.51460 -2.90008 -4.51892
O -28.49273 -4.06783 -4.95712
C -27.22841 -2.25039 -3.88309
F -26.55719 -1.45978 -4.79630
F -27.48997 -1.47935 -2.83011
F -26.38250 -3.24761 -3.47786
H -31.31214 -1.20189 -6.34472
H -32.05416 -0.88164 -4.75860
H -32.75161 -2.09486 -5.84738
H -30.60312 -3.40606 -5.71275
H -31.26239 -3.22583 -4.07126
C -24.35809 -12.18881 -3.49780
C -25.34816 -11.38672 -2.64177
O -25.01430 -11.58848 -1.26097
C -25.50654 -10.88825 -0.22893
O -26.28819 -9.95690 -0.36543
C -24.96302 -11.32984 1.16520
F -23.94126 -12.10358 0.96876
F -24.54825 -10.29113 1.91065
F -25.92077 -11.94478 1.89354
H -23.40223 -11.68121 -3.36819
H -24.67029 -12.09457 -4.53788
H -24.12338 -13.24601 -3.37402
H -26.42327 -11.53805 -2.73843
H -25.36143 -10.34506 -2.96252
C -23.30524 -2.82086 -0.63547
C -24.41978 -3.83460 -0.87362
O -25.58863 -3.28426 -0.33469
C -26.74585 -3.95713 -0.27442
O -26.88497 -5.09599 -0.76880
C -27.98034 -3.08926 0.30825
F -28.53314 -3.66834 1.40689
F -27.64068 -1.85632 0.55412
F -28.93515 -3.07985 -0.64368
H -23.18139 -2.77560 0.44653
H -23.51149 -1.86190 -1.11081
H -22.34787 -3.12653 -1.05751
H -24.01316 -4.80020 -0.57298
H -24.60427 -3.94216 -1.94250
C -22.07444 -8.73574 -0.50797
C -21.94983 -8.80425 1.00994
O -20.80870 -8.00940 1.37507
S -20.26317 -7.02292 0.12415
O -18.80632 -7.09698 -0.03336
O -20.94195 -5.72105 0.26128
O -20.99268 -7.93016 -1.00933
H -22.97673 -8.23203 -0.85472
H -22.00714 -9.74045 -0.92526
H -21.68634 -9.82989 1.26828
H -22.81358 -8.52945 1.61534
*
```

Its expectation value of S² is 0.752. Its LUMO energy (alpha / beta) is -5.291 / -5.308 eV. As for the molar mass: 1324.9 g/mol. For the HOMO energy (alpha / beta), the calculation gives -11.54 / -13.06 eV. Its total energy is -170900.9237 eV. Its relative energy (zero: lowest compared OMol25 entry of this formula, charge and spin) is 0.0 kcal per mole.

No. 2
C20H36KN5PS2 as an isolated structure, computed with ωB97M-V with the def2-TZVPD basis set.

The geometry in ORCA input format:
```
! wB97M-V def2-TZVPD RIJCOSX def2/J DEFGRID3
* xyz 1 1
K -0.59613 -0.31967 -0.13466
C -6.47725 0.67048 -0.87430
N -5.92407 -0.62323 -1.24512
C -6.64835 -1.67825 -1.75928
C -5.79583 -2.68445 -1.97235
N -4.52209 -2.24741 -1.58446
C -4.61282 -0.94128 -1.12649
S -3.47895 0.14288 -0.53191
C -3.36665 -3.08279 -1.68243
C -3.49641 -4.37304 -2.20046
C -2.37174 -5.16802 -2.27791
C -1.14944 -4.67389 -1.84504
C -1.13463 -3.38532 -1.35801
N -2.21114 -2.59743 -1.27496
H -7.54670 0.64053 -1.06522
H -6.01276 1.45792 -1.46319
H -6.28950 0.86801 0.17839
H -7.70887 -1.61865 -1.92574
H -5.99309 -3.66310 -2.35871
H -4.44087 -4.76288 -2.53984
H -2.45435 -6.17068 -2.67605
H -0.24471 -5.26342 -1.88720
H -0.20580 -2.94365 -1.00930
C 4.85503 -0.10974 0.64510
C 3.35215 0.08782 0.46264
P 2.38264 -1.36909 -0.11403
C 2.87042 -2.65799 1.11208
C 1.99198 -3.90866 1.07861
C 3.30337 -1.85981 -1.63344
C 2.56259 -2.87254 -2.50650
H 5.32366 0.81272 0.99111
H 5.34410 -0.39041 -0.28832
H 5.07704 -0.88173 1.38261
H 3.15042 0.89295 -0.24932
H 2.88786 0.41965 1.39525
H 2.80186 -2.18795 2.09728
H 3.92075 -2.92068 0.96814
H 0.93987 -3.66146 1.23780
H 2.28406 -4.61317 1.85778
H 2.06674 -4.43306 0.12494
H 4.29010 -2.23689 -1.35616
H 3.47058 -0.94028 -2.20138
H 2.41121 -3.82135 -1.98938
H 3.12308 -3.08763 -3.41665
H 1.58149 -2.49721 -2.80553
C 3.31361 4.47104 0.18295
C 1.91545 4.96697 -0.14317
N 1.02928 4.94809 1.01966
C 0.33136 3.88630 1.43269
S 0.35015 2.40703 0.59538
N -0.41196 4.02737 2.54353
C -0.44032 5.18846 3.42400
C 0.76155 5.28547 4.35368
H 3.93754 4.48770 -0.71154
H 3.27263 3.44707 0.55629
H 3.79081 5.09884 0.93712
H 1.45649 4.35598 -0.91628
H 1.93696 5.99552 -0.50315
H 1.02565 5.77065 1.59934
H -0.86034 3.18006 2.84603
H -1.36134 5.11627 3.99992
H -0.55440 6.09178 2.81935
H 0.81854 4.40862 4.99853
H 0.67985 6.16893 4.98712
H 1.69963 5.35172 3.80018
*
```

Its LUMO energy is -1.825 eV. As for the molar mass: 480.7 g/mol. For the HOMO energy, the calculation gives -10.21 eV. Its total energy is -76056.5901 eV. Its relative energy (zero: lowest compared OMol25 entry of this formula, charge and spin) is 1.4 kcal per mole.

No. 3
C20H36KN5PS2 as an isolated structure, computed with ωB97M-V with the def2-TZVPD basis set.

The geometry in ORCA input format:
```
! wB97M-V def2-TZVPD RIJCOSX def2/J DEFGRID3
* xyz 1 1
K 0.44125 -1.81505 -1.11653
C 6.01055 -2.03615 0.15537
N 5.08325 -2.06245 1.25207
C 5.35925 -1.84165 2.57207
C 4.19745 -1.87775 3.25107
N 3.17125 -2.11745 2.34737
C 3.74505 -2.25575 1.09727
S 3.10295 -2.67475 -0.36083
C 1.81385 -2.11425 2.67097
C 1.38895 -1.94015 3.99607
C 0.03585 -1.91345 4.25987
C -0.86745 -2.07255 3.21687
C -0.34635 -2.25575 1.95147
N 0.94925 -2.26515 1.67687
H 7.02875 -2.00295 0.53607
H 5.82005 -1.15915 -0.46893
H 5.86995 -2.92375 -0.46303
H 6.35535 -1.68585 2.93407
H 4.03225 -1.76075 4.29957
H 2.08305 -1.82795 4.80957
H -0.31065 -1.77455 5.27077
H -1.93435 -2.06095 3.38567
H -1.00015 -2.41015 1.10067
C -5.35825 -2.83875 -0.73503
C -3.88205 -3.21195 -0.63963
P -2.65145 -1.90955 -1.11903
C -3.33085 -0.47595 -0.15713
C -2.33985 0.66885 -0.01023
C -3.21475 -1.53255 -2.84353
C -2.13815 -0.83415 -3.66643
H -5.96665 -3.69115 -0.44103
H -5.63445 -2.56825 -1.75093
H -5.60345 -2.01305 -0.07263
H -3.67345 -4.07465 -1.28003
H -3.63775 -3.50695 0.38657
H -3.57935 -0.85625 0.83937
H -4.24645 -0.11475 -0.63623
H -1.43395 0.32805 0.49167
H -2.77835 1.47165 0.58107
H -2.06405 1.07775 -0.98123
H -4.11735 -0.91555 -2.80853
H -3.46045 -2.49095 -3.31073
H -1.81105 0.08465 -3.17993
H -2.52695 -0.57875 -4.64993
H -1.27485 -1.48995 -3.80263
C -0.40175 3.80585 1.69677
C 0.96765 3.38265 1.17787
N 1.11235 3.62255 -0.23753
C 1.18185 2.65595 -1.16173
S 1.18995 1.04065 -0.74643
N 1.28875 2.99365 -2.45833
C 1.37935 4.33575 -2.99303
C 0.01295 5.01415 -3.08303
H -0.49205 3.53165 2.74347
H -1.18485 3.30195 1.13597
H -0.54695 4.87855 1.61077
H 1.09535 2.30995 1.32857
H 1.75815 3.91605 1.71337
H 1.12125 4.58455 -0.53373
H 1.30345 2.21775 -3.10233
H 1.82495 4.26335 -3.98623
H 2.06365 4.92205 -2.37003
H -0.64605 4.44685 -3.73343
H 0.11865 6.01545 -3.48663
H -0.45225 5.08145 -2.10253
*
```

Its LUMO energy is -1.859 eV. As for the molar mass: 480.7 g/mol. For the HOMO energy, the calculation gives -10.12 eV. Its total energy is -76056.2880 eV. Its relative energy (zero: lowest compared OMol25 entry of this formula, charge and spin) is 8.3 kcal per mole.

No. 4
C20H36N2O4 in the gas phase, computed with ωB97M-V with the def2-TZVPD basis set.

The geometry in ORCA input format:
```
! wB97M-V def2-TZVPD RIJCOSX def2/J DEFGRID3
* xyz 0 1
C 4.80616 1.03551 -0.10513
C 4.18967 2.38291 0.24937
C 2.72985 2.56512 -0.19378
C 2.59567 2.64414 -1.71376
C 1.82806 1.50146 0.44756
N 0.42448 1.88292 0.34818
C -0.48014 1.47322 1.26070
O -0.13266 0.92750 2.30000
C -1.94728 1.72872 0.95657
C -2.69825 0.42070 1.24384
C -4.19661 0.58149 1.02128
C -4.51698 1.05828 -0.39794
C -4.23108 -0.01948 -1.44234
C -3.74829 2.35217 -0.67814
C -2.24284 2.19417 -0.46690
C 1.85565 0.07633 -0.12494
O 2.08695 -0.22703 -1.27899
N 1.46813 -0.83602 0.79545
C 1.04504 -2.14274 0.32761
C 0.17728 -1.93817 -0.91467
O -0.70465 -1.11865 -0.99173
O 0.48224 -2.79979 -1.87490
C -0.23949 -2.66682 -3.09210
C 0.26160 -2.87234 1.42906
C -0.37328 -4.15015 0.88585
C 1.18681 -3.19292 2.60013
H 4.71090 0.82977 -1.16677
H 4.32278 0.22975 0.44166
H 5.86331 1.03528 0.15251
H 4.78171 3.17695 -0.21163
H 4.24449 2.52220 1.33242
H 2.39475 3.52585 0.22182
H 3.30280 3.37096 -2.10716
H 2.78807 1.67952 -2.16977
H 1.59496 2.96333 -1.99879
H 2.05995 1.44791 1.51782
H 0.11240 2.15236 -0.57011
H -2.29256 2.49004 1.66789
H -2.30075 -0.35451 0.58811
H -2.50457 0.12157 2.27544
H -4.69657 -0.37056 1.21134
H -4.58815 1.31078 1.73571
H -5.58895 1.28858 -0.44590
H -4.84359 -0.89771 -1.24791
H -3.18886 -0.32278 -1.43047
H -4.47099 0.34916 -2.43785
H -3.93742 2.67727 -1.70379
H -4.11937 3.13377 -0.00954
H -1.85734 1.45733 -1.17388
H -1.76653 3.15977 -0.66138
H 1.03563 -0.48718 1.64754
H 1.92182 -2.72849 0.02688
H -1.31495 -2.69739 -2.90293
H 0.06433 -3.49990 -3.72020
H 0.01162 -1.71704 -3.56751
H -0.53147 -2.19834 1.77186
H 0.38291 -4.78958 0.43573
H -0.85438 -4.69773 1.69277
H -1.12553 -3.92462 0.13386
H 0.62198 -3.65665 3.40500
H 1.65511 -2.29199 2.98652
H 1.96805 -3.88151 2.28556
*
```

Its LUMO energy is 0.802 eV. As for the molar mass: 368.5 g/mol. For the HOMO energy, the calculation gives -9.34 eV. Its total energy is -32497.0629 eV. Its relative energy (zero: lowest compared OMol25 entry of this formula, charge and spin) is 2.0 kcal per mole.

No. 5
C20H36N4Pd as an isolated structure, computed with ωB97M-V with the def2-TZVPD basis set.

The geometry in ORCA input format:
```
! wB97M-V def2-TZVPD RIJCOSX def2/J DEFGRID3
* xyz 0 1
Pd -0.35930 -0.76718 -0.64027
C 1.05900 1.86996 1.75496
C 0.99739 0.44637 2.30719
N 0.13671 -0.48879 1.55575
C 0.34291 -1.87076 1.99912
C 1.46997 -2.50385 1.19811
N 1.09713 -2.57745 -0.21594
C 2.16948 -3.10946 -1.06962
C 3.32845 -2.13849 -1.32749
C 3.18725 -1.36452 -2.63786
N 2.04841 -0.46603 -2.63045
C 2.32238 0.94730 -2.81962
C 2.86736 1.57375 -1.54459
N 1.90000 1.41140 -0.48509
C 2.17019 2.11425 0.74521
H 1.20883 2.54312 2.60291
H 0.09857 2.12475 1.30206
H 0.63459 0.47735 3.34258
H 2.00662 0.02350 2.34049
H -0.82926 -0.22588 1.73678
H -0.58299 -2.42387 1.82166
H 0.56783 -1.92891 3.07216
H 1.71954 -3.49082 1.61092
H 2.36582 -1.88558 1.28637
H 0.31050 -3.21613 -0.29092
H 1.71075 -3.37691 -2.02389
H 2.55976 -4.03734 -0.62893
H 4.26299 -2.70620 -1.35615
H 3.41827 -1.42668 -0.50247
H 3.10549 -2.08841 -3.45749
H 4.10563 -0.79680 -2.82269
H 1.28374 -0.78513 -3.20251
H 1.37588 1.43605 -3.05399
H 3.02314 1.13567 -3.64897
H 3.03439 2.64252 -1.70984
H 3.85508 1.13640 -1.30574
H 1.70569 0.43097 -0.31833
H 2.22869 3.18450 0.52331
H 3.14018 1.84186 1.20612
C -4.04197 1.24073 -1.78225
C -3.21815 0.32073 -0.87313
C -3.84440 -1.07532 -0.90624
C -1.75748 0.26737 -1.31842
C -3.12886 0.87831 0.54718
C -2.79058 2.21564 0.76128
C -2.60712 2.71948 2.03954
C -2.74536 1.89550 3.14731
C -3.08473 0.56463 2.95665
C -3.27546 0.06344 1.67324
H -4.02290 0.85165 -2.80243
H -3.64567 2.25575 -1.80982
H -5.08396 1.28434 -1.45649
H -3.90132 -1.40877 -1.94313
H -4.85321 -1.07920 -0.48233
H -3.21327 -1.79201 -0.38195
H -1.48651 1.27867 -1.67320
H -2.65125 2.87287 -0.08760
H -2.34297 3.76192 2.16970
H -2.60175 2.28801 4.14592
H -3.20988 -0.09135 3.80973
H -3.54032 -0.97692 1.55360
*
```

Its LUMO energy (alpha / beta) is 0.773 / 0.773 eV. As for the molar mass: 439.0 g/mol. For the HOMO energy (alpha / beta), the calculation gives -6.12 / -6.12 eV. Its total energy is -30761.9186 eV. Its relative energy (zero: lowest compared OMol25 entry of this formula, charge and spin) is 0.0 kcal per mole.

No. 6
A 4-piece molecular cluster, C20H36NO10S3 overall, computed with ωB97M-V with the def2-TZVPD basis set.

The geometry in ORCA input format:
```
! wB97M-V def2-TZVPD RIJCOSX def2/J DEFGRID3
* xyz -1 1
C 1.72583 -2.39329 1.61897
C 0.52969 -1.74026 0.97550
C 0.06107 -0.18903 1.17906
C -1.27145 0.04620 2.10051
N -2.58014 0.14476 1.37032
C -2.90037 -0.96652 0.43124
C -3.84114 -2.18114 1.04680
O -3.37852 -3.49204 0.50470
C -2.72338 -4.29926 1.54525
O -1.59834 -3.86746 2.16044
C -1.32770 -0.92460 3.46309
O -2.50566 -1.14229 4.11270
O -0.14426 -1.53450 4.09779
H 2.34668 -1.85387 2.46981
H 2.00658 -3.50539 1.29763
H -0.07856 -2.43475 0.22551
H -0.06005 0.35355 0.12779
H 0.96290 0.37859 1.71193
H -1.10915 1.13423 2.57481
H -2.79096 1.10055 1.00600
H -3.56426 -0.48930 -0.44139
H -2.01145 -1.48781 -0.11536
H -3.95510 -2.16354 2.20903
H -4.94497 -2.04752 0.61163
H -3.12656 -5.35448 1.91345
C 2.98627 2.73049 -3.78929
C 2.51225 3.52207 -2.57138
C 1.40192 2.71342 -1.90256
S 1.73109 0.99996 -2.28643
O 0.66241 0.50275 -3.12716
O 2.15311 0.31390 -1.08157
C 3.16074 1.29788 -3.30768
H 3.91754 3.13326 -4.19813
H 2.22419 2.77195 -4.57666
H 3.34748 3.65046 -1.87221
H 2.16077 4.52058 -2.84947
H 1.40267 2.84933 -0.81811
H 0.41977 2.96927 -2.30949
H 3.19614 0.57218 -4.12199
H 4.04906 1.20002 -2.67653
C -6.23483 2.27478 3.05396
C -7.26940 1.15097 3.01756
C -7.82175 1.08198 1.59481
S -6.52333 1.68310 0.52503
O -6.96466 2.91973 -0.08498
O -5.99699 0.57927 -0.25277
C -5.36531 2.07499 1.82158
H -5.64145 2.25093 3.97263
H -6.74177 3.24577 3.00265
H -6.78452 0.20053 3.27152
H -8.07082 1.31498 3.74469
H -8.07992 0.05812 1.31272
H -8.69144 1.73313 1.47110
H -4.79005 2.96269 1.55316
H -4.69831 1.21657 1.94519
C 7.84744 -1.68480 -1.29131
C 6.51403 -2.41379 -1.13256
C 5.40236 -1.39652 -1.38435
S 6.08632 -0.17277 -2.49174
O 6.16156 1.09185 -1.79088
O 5.45942 -0.30279 -3.79195
C 7.72339 -0.87224 -2.57159
H 8.68868 -2.38249 -1.33805
H 8.00771 -1.01692 -0.43651
H 6.44956 -3.22128 -1.87197
H 6.41658 -2.86792 -0.14151
H 4.52994 -1.86119 -1.85070
H 5.10627 -0.89054 -0.46132
H 8.46637 -0.07667 -2.64919
H 7.76874 -1.51786 -3.45372
*
```

Its LUMO energy is 1.852 eV. As for the molar mass: 546.7 g/mol. For the HOMO energy, the calculation gives -3.55 eV. Its total energy is -75787.2140 eV.